{"formula": "C22H23ClGdN2P", "method": "ωB97M-V/def2-TZVPD", "symbols": ["Gd", "Cl", "P", "N", "N", "C", "C", "C", "C", "C", "C", "C", "C", "C", "C", "C", "C", "C", "C", "C", "C", "C", "C", "C", "C", "C", "C", "H", "H", "H", "H", "H", "H", "H", "H", "H", "H", "H", "H", "H", "H", "H", "H", "H", "H", "H", "H", "H", "H", "H"], "xyz": [[0.6050, -1.8036, 1.6750], [0.1667, -3.9454, 0.4842], [-1.0173, 0.0308, 0.2950], [4.0443, -2.9095, -0.4643], [2.3133, -1.7557, 0.3310], [-2.8048, -0.2201, 0.0788], [0.2622, 2.0647, -1.2153], [4.4990, -1.6379, -0.0891], [-0.2656, 0.7577, -1.2412], [0.7423, 2.6394, -2.4035], [-1.6024, 3.3330, 2.7409], [-4.7171, -0.1701, -1.3685], [-0.1134, -0.0499, -2.3956], [-1.5599, 2.4915, 1.6176], [-0.9547, 2.9512, 3.9183], [-0.2225, 1.7568, 3.9503], [-0.0810, 0.9378, 2.8265], [-0.8215, 1.2969, 1.6617], [0.4693, 0.5149, -3.5381], [-3.4942, -0.9674, 1.0568], [-5.4211, -0.9355, -0.4312], [-3.3960, 0.1915, -1.1201], [-4.8012, -1.3445, 0.7629], [3.4325, -0.8977, 0.3330], [0.8511, 1.8645, -3.5630], [4.8285, -3.9319, -1.1549], [2.7388, -2.9325, -0.2199], [-5.3748, -1.8961, 1.4980], [-1.0112, 3.5937, 4.8002], [-3.0150, -1.1928, 2.0199], [0.6742, 0.0823, 2.8748], [2.1533, -3.8103, -0.4162], [-5.1975, 0.2023, -2.2648], [3.2837, 0.1487, 0.6229], [-0.4671, -1.0935, -2.3682], [5.5448, -1.3644, -0.2120], [5.8399, -3.5542, -1.1772], [4.7914, -4.8911, -0.6557], [1.1741, 2.3289, -4.4972], [0.5718, -0.0830, -4.4380], [2.4846, 1.8726, -0.0323], [2.3913, 1.9548, 0.7073], [-2.0848, 2.7474, 0.6904], [-6.4846, -1.1396, -0.5920], [0.2651, 2.6025, -0.2585], [-2.8141, 0.8106, -1.8012], [0.9881, 3.7008, -2.4083], [0.2696, 1.4709, 4.8761], [4.4694, -4.0976, -2.1635], [-2.1326, 4.2777, 2.6684]], "forces_ev_per_a": [[-1.2862, -1.1926, 0.0556], [-1.1860, 0.1119, 0.6780], [0.1358, 1.7645, -0.2791], [-0.5857, 1.5854, 0.4718], [1.6783, -0.7217, -1.6882], [0.7069, -0.3691, 0.0891], [-0.4996, -0.2882, -0.1567], [0.3523, 0.3085, -0.4750], [0.4692, -0.4178, 0.2878], [-0.1697, -0.2750, 0.3352], [0.2926, -0.3971, -0.4039], [-0.0660, 0.1377, 0.3696], [-0.0427, 0.4021, 0.2846], [0.2007, -0.2722, 0.3529], [-0.0965, -0.2414, -0.4168], [0.4776, -0.0623, 0.3159], [-0.5032, 0.5809, -0.3531], [0.3309, -1.0088, -0.1007], [-0.3039, -0.0787, 0.2615], [-0.0506, 0.2255, -0.7368], [0.2630, 0.2992, 0.0697], [0.0453, -0.2722, 0.3584], [-0.1190, 0.3734, 0.1541], [-0.2927, -1.0035, 0.2571], [-0.4241, 0.0108, 0.3768], [0.1497, -0.0054, -0.0081], [0.7786, 0.5339, 0.2834], [0.0225, -0.0158, -0.0737], [0.0474, -0.3434, -0.2629], [-0.3174, -0.1112, -0.4404], [-1.0957, 1.6102, 0.3493], [-0.0030, 0.1859, -0.0437], [-0.0737, -0.1483, 0.0448], [0.6198, -0.7727, -0.1011], [0.2104, 0.5785, -0.2400], [-0.3874, -0.0629, 0.0131], [0.2748, -0.1958, -0.1222], [0.0011, 0.0032, 0.4143], [0.0472, -0.2418, 0.3391], [-0.0071, 0.0349, 0.1265], [0.0108, 0.1095, 0.3544], [0.1086, 0.0929, -0.2050], [0.0697, -0.0579, 0.4755], [0.5124, -0.1391, 0.0064], [-0.1247, 0.0307, -0.7417], [-0.2915, -0.2500, -0.0578], [0.1587, -0.3156, -0.0365], [0.0335, 0.1258, -0.1330], [-0.0973, 0.3046, -0.1756], [0.0257, -0.1495, 0.1270]], "mulliken_spin": [6.6430, 0.0312, 0.2426, -0.0003, -0.0145, -0.0060, 0.0114, -0.0011, 0.0197, -0.0052, 0.0003, -0.0054, 0.0191, 0.0088, -0.0003, -0.0056, 0.0652, 0.0017, -0.0028, 0.0073, 0.0203, 0.0154, -0.0089, 0.0066, 0.0163, 0.0001, -0.0114, -0.0001, 0.0000, -0.0047, -0.0449, -0.0022, 0.0002, 0.0020, -0.0014, -0.0001, 0.0000, 0.0001, 0.0004, -0.0001, -0.0002, 0.0003, 0.0005, 0.0006, -0.0003, 0.0030, -0.0005, -0.0003, 0.0000, 0.0005], "energy_ev": -68798.2867, "s_squared": 16.086, "total_charge": 2, "relative_energy_kcal_mol": 16.38, "homo_lumo_gap_ev": [7.953, 5.698], "homo_ev": [-14.6, -14.6], "spin_multiplicity": 8}



{"formula": "C4H5NO", "method": "ωB97M-V/def2-TZVPD", "symbols": ["O", "N", "C", "C", "C", "C", "H", "H", "H", "H", "H"], "xyz": [[-1.5053, 0.2997, -0.8510], [0.0702, 1.0676, 0.8359], [0.7401, 0.1166, -1.3514], [0.4389, -0.8608, -0.4292], [-0.2987, 0.7422, -0.5420], [0.4644, -0.3385, 1.0636], [-0.7789, 1.2981, 1.3513], [-0.2256, -0.9161, 1.6896], [-0.9881, -0.9440, -0.8102], [1.4839, -0.4251, 1.4631], [0.5991, -0.0398, -2.4196]], "forces_ev_per_a": [[0.7898, 0.0616, 0.3207], [-0.4728, -0.1679, -0.2293], [-0.6074, -0.3202, 0.1811], [0.2930, 0.4299, -0.0044], [-0.1015, -0.5362, 0.1529], [0.0274, -0.0412, -0.0726], [0.2386, -0.0632, -0.1816], [0.1442, 0.1914, -0.2289], [-0.0532, 0.3714, -0.0596], [-0.3082, 0.0096, -0.1471], [0.0501, 0.0649, 0.2688]], "mulliken_charge": [-0.5188, -0.4941, -0.2039, -0.3939, 0.6448, -0.4002, 0.2853, 0.2527, 0.3417, 0.2758, 0.2108], "energy_ev": -7759.7908, "relative_energy_kcal_mol": 155.33, "homo_lumo_gap_ev": 8.708, "homo_ev": -9.0}



{"formula": "C4H4ClNO2S", "method": "ωB97M-V/def2-TZVPD", "symbols": ["Cl", "S", "O", "O", "N", "C", "C", "C", "C", "H", "H", "H", "H"], "xyz": [[1.4722, 1.8938, -0.9930], [1.5030, -0.9133, -0.4470], [-0.5906, 1.2660, -2.8717], [-1.2951, -0.4962, -1.8224], [-0.4790, 0.3908, -1.9819], [-0.1221, -0.6116, 1.5783], [0.6044, 0.4647, -1.0056], [0.7777, -1.4650, 1.0405], [-0.7454, 0.4913, 0.9145], [-0.2790, -0.7337, 2.5997], [1.3186, -2.1360, 1.6442], [-0.7744, 1.4507, 1.2967], [-1.3903, 0.3984, 0.0479]], "forces_ev_per_a": [[0.9993, 1.3380, -0.6415], [0.6459, -1.0925, -0.9061], [0.7104, -1.4011, 1.7891], [0.1481, -0.4667, 0.0303], [-0.5856, 1.2517, -1.5136], [-0.2837, -0.1279, -1.1860], [-1.4780, -0.4848, 2.6355], [-1.0167, 2.8860, -0.9906], [1.0874, -1.8524, -3.2295], [-0.3180, 0.0214, 1.8324], [0.4651, -1.1556, 0.1960], [0.0344, 1.7316, 1.3340], [-0.4085, -0.6476, 0.6502]], "mulliken_charge": [-0.1348, -0.0762, -0.5520, -0.5361, 0.8149, -0.0678, 0.1333, -0.3308, -0.7791, 0.3712, 0.3894, 0.3560, 0.4118], "energy_ev": -33149.0097, "relative_energy_kcal_mol": 109.05, "homo_lumo_gap_ev": [7.505, 7.512], "homo_ev": [-9.0, -9.0]}



Number 2 is which compound? C4H5NO